Record 1
Below is a 13-piece molecular cluster, C39H78O39 overall in a non-equilibrium geometry, with properties calculated with ωB97M-V/def2-TZVPD.

Output
M: 1171.01 g mol⁻¹
E_HOMO (spin up / spin down): 0.55 / -8.26 eV
E_tot: -121552.243 eV
F_max: 6.37 eV Å⁻¹
E_LUMO (spin up / spin down): 1.89 / 1.85 eV
Kohn-Sham gap (spin up / spin down): 1.3 / 10.1 eV

ORCA input file:
```
! RIJCOSX wB97M-V def2-TZVPD def2/J DEFGRID3
* xyz -1 2
H 1.1212 -4.0353 -7.9295
H -4.7229 4.6425 0.0471
H -5.3123 4.2312 -4.6669
H -4.9482 -1.5818 -0.4250
H -1.7024 -3.1081 -4.4889
O -0.5569 0.9390 -2.1536
H -1.4498 -1.0789 1.0881
H -1.9379 5.0087 5.7204
C -2.8229 4.5104 -4.1275
C 0.4414 -5.6231 4.0527
O 5.0426 -0.2347 -3.3030
C 1.9362 5.1501 -0.8499
H 5.0951 2.2082 -2.2387
H 1.3114 -7.6193 0.6656
H -0.9063 -2.7003 -2.2374
H 1.2442 -6.2774 3.7127
C -1.8545 -2.0978 -4.8687
C 3.3446 3.4263 4.4359
H -0.3544 -0.1834 1.9685
H -2.5900 -2.0762 -5.6728
O 3.4723 2.9100 -0.2889
C 3.8145 3.9854 0.1775
O -3.0192 0.9323 5.7038
O 1.0133 -1.6243 -6.9449
H 6.0431 2.7917 0.4017
H 2.8894 1.7545 1.8895
H 0.7190 -5.4443 5.0915
O -0.0423 -4.1056 -1.0429
O -0.6593 -1.5724 -5.4648
H 0.6398 -2.3276 -1.9241
H 1.3394 1.1246 -1.3858
O -5.9051 0.5619 -3.4176
H 3.0993 -1.9256 4.8370
H 0.4409 -3.7291 -3.0248
H -3.2916 1.6035 3.6845
O -0.5054 -3.4097 -6.7583
C 0.0252 5.8654 2.3016
O 4.2838 -2.4538 0.6400
O -2.6684 3.1634 5.5874
C 0.1453 -4.3253 -7.5402
H 3.0899 -0.8537 0.1681
O -2.7715 -3.7815 2.9516
C 1.7012 -6.6057 0.5721
C -0.5595 4.6372 -4.2982
H 4.3218 4.6444 6.5019
C 5.2703 -5.1050 -1.7124
O -2.9464 4.8795 0.9828
O -2.6009 -4.9147 4.6476
C -5.1480 4.1349 -3.5937
C 3.4794 5.1274 6.0068
C 0.0842 -2.2456 -6.4519
H 4.0175 3.3786 -2.8140
O -3.8151 4.0625 -3.2729
H -3.9709 -3.4728 1.3150
H 3.9133 6.0675 5.6659
H 5.1781 2.8678 -3.9335
O 0.3641 -4.4741 3.2144
O -2.9340 4.9948 -5.3199
O 1.2095 -2.2892 2.8662
H -8.4853 0.9058 -4.6618
H -0.4971 -4.5072 -8.4018
O -1.3448 5.7388 1.8948
H 3.1353 1.0411 3.5545
H -3.7427 3.1167 0.1309
O -1.7127 4.2100 -3.6200
O 4.5232 2.9522 4.5740
H 4.7568 -6.0588 -1.8337
O 2.3969 -3.7754 4.0608
H -4.2703 -1.1152 -1.8573
C -2.8467 4.4712 5.9913
H -5.1059 0.0707 -0.8043
O 2.0766 -4.6341 -1.3878
O -0.9743 4.5846 0.0154
C 3.0061 -1.9287 -3.8461
H 3.8394 -2.7217 3.4236
C 0.0493 -3.2165 -2.1461
C -3.2509 2.1677 6.2722
H -3.0010 4.5509 7.0674
H -0.4768 -6.2021 4.1511
H 2.7226 5.3728 6.7519
H 2.5624 -2.0928 -2.8641
H 1.0507 5.0050 -0.2311
C -2.8034 0.8460 4.2976
C 1.0124 -4.8779 -0.8248
H 0.5546 4.9140 2.2508
H -2.2791 -3.1782 1.0153
H 3.9574 -2.4530 -3.9369
H -9.1148 -0.6912 -5.1200
C 2.5337 1.6899 2.9178
H 2.4409 -2.5025 -4.5806
C -8.2454 -0.1546 -4.7400
O 2.3833 2.8697 3.7207
C 1.3260 -3.4255 3.3585
H 0.2723 4.6682 -3.5945
H 4.9688 -4.5972 -2.6286
H -5.4839 3.1997 -3.1457
H -1.7836 0.6534 3.9645
H -0.6669 5.6206 -4.7558
C -3.0245 -5.7444 5.6823
C 3.9118 -1.1046 0.8386
H -2.1816 -1.5610 -3.9782
H 0.3819 -5.2472 -7.0090
H -3.7532 4.8175 5.4949
C -3.4399 -4.5864 3.6564
H -3.3769 -0.0057 3.9318
H -2.2194 -5.8441 6.4102
H 0.3176 -1.3145 0.8519
O -2.0863 -0.5492 -1.3109
H 2.4972 -6.7164 -0.1642
O -3.9783 2.3144 7.2663
O 3.5744 1.5346 -3.5842
O 5.3818 -2.2315 -1.3317
O 2.9920 -0.4541 -4.0477
H 0.4804 6.6012 1.6386
H -3.3135 4.3905 -1.0621
C 4.5421 2.4797 -3.1379
H 1.8178 6.1440 -1.2816
O 2.7732 4.4288 5.0492
H 1.5523 1.2176 2.8741
O 4.7408 -4.3566 -0.5502
C 3.9532 0.2406 -3.6548
C -3.7414 4.1859 -0.0807
H 5.2500 2.4858 1.9478
H 6.3559 -5.1738 -1.7815
C -1.6718 5.0318 0.9304
C 4.8631 -2.9403 -0.5029
O 3.0139 5.1196 0.0333
H 1.9953 -6.1824 1.5325
H 6.5755 3.5625 1.9219
C -1.0760 0.1409 -1.1794
C -5.1616 -0.9170 -1.2620
H -5.7050 4.8631 -3.0042
O -7.7284 -0.8146 -3.5640
C 0.5996 1.7138 -1.9277
H -2.9894 -4.8281 1.1959
H 4.1033 -3.3232 5.1710
H 1.9970 4.3845 -1.6234
H -3.1023 -6.7593 5.2924
C -0.4855 -0.5861 0.9641
H 4.7423 -0.4115 0.7045
O 0.6583 -5.8125 -0.0069
H -3.7542 -5.3789 6.4049
O 4.7497 4.3112 1.0323
C 3.4440 -2.8753 4.4276
O -6.4179 -1.1630 -1.9677
H -0.2806 3.9119 -5.0626
H -7.3723 -0.1361 -5.3922
C 5.7125 3.2561 1.3307
H 0.8689 2.0372 -2.9332
C -2.9677 -3.8077 1.5787
O -4.4557 -5.1852 3.4191
O -0.4789 0.3748 -0.0490
H 3.4563 -0.9009 1.8077
C -6.6125 -0.4168 -3.0824
H 0.1335 6.3630 3.2653
H 0.3615 2.5728 -1.3005
*
```

=====

Record 2
Below is C22H16CuN4PS3Sb as an isolated structure, with properties calculated with ωB97M-V/def2-TZVPD.

Output
M: 648.88 g mol⁻¹
E_HOMO: -5.26 eV
E_tot: -122010.246 eV
F_max: 0.45 eV Å⁻¹
E_LUMO: 2.39 eV
ΔE to the lowest compared entry with this formula, charge and spin: 13.6 kcal per mole
Kohn-Sham gap: 7.7 eV

ORCA input file:
```
! RIJCOSX wB97M-V def2-TZVPD def2/J DEFGRID3
* xyz -1 1
H 4.2167 1.3157 -0.6101
C 2.8798 3.4737 -0.4061
S 3.3701 -4.2691 -0.3343
H 3.9475 3.6356 -0.4880
H 1.1796 1.8000 2.3909
S 4.3816 -1.4559 -2.7681
H 1.1203 1.2375 4.7865
H 0.1472 -0.9111 5.5335
C 2.0123 4.5441 -0.4394
N 3.3101 1.1272 -0.2142
C -0.3364 -1.5529 3.5436
H -2.2126 0.8441 1.3870
C -0.6730 -3.2917 -2.1920
C 2.4052 2.1604 -0.2750
C 0.2443 -0.0289 1.7696
H -3.1808 0.0715 -3.3940
N 0.2942 -2.6480 -2.1273
Cu 1.3690 -1.5797 -0.8675
C 0.1623 3.0564 -0.2120
C -3.0848 -3.3995 -2.2499
S 3.0404 -2.3637 0.5678
H -5.0197 0.5695 -1.8248
C -2.9663 0.2697 -2.3529
C -1.7565 -5.4474 -2.3716
P 0.3491 0.2750 -0.0254
H -0.7548 -2.4989 3.8616
C -3.9983 0.5497 -1.4704
H -0.0462 5.1827 -0.3779
C -3.7259 0.7601 -0.1279
C -0.2921 -1.2432 2.1966
H 2.9818 0.1933 -0.4243
C 1.0171 1.9551 -0.1662
H 2.4117 5.5447 -0.5493
C -1.6637 0.1912 -1.8923
C -2.4210 0.6931 0.3353
C 0.1710 -0.6616 4.4807
C -1.8332 -4.0419 -2.2737
N -4.1146 -2.8756 -2.2364
C -1.3812 0.4091 -0.5456
C 0.6380 4.3469 -0.3434
C 0.7511 0.8591 2.7112
H -0.9060 2.8900 -0.1483
H -0.6758 -1.9538 1.4727
C 0.7164 0.5411 4.0630
N -1.7069 -6.5977 -2.4530
H -0.8649 -0.0756 -2.5742
H -4.5331 0.9564 0.5657
Sb 5.0311 -2.5565 -0.9300
*
```

=====

Record 3
Below is a 2-piece molecular cluster, C3H11N2 overall in a non-equilibrium geometry, with properties calculated with ωB97M-V/def2-TZVPD.

Output
M: 75.13 g mol⁻¹
E_HOMO: -14.70 eV
E_tot: -6261.260 eV
F_max: 5.29 eV Å⁻¹
E_LUMO: -3.17 eV
ΔE to the lowest compared entry with this formula, charge and spin: 53.5 kcal per mole
Kohn-Sham gap: 11.5 eV

ORCA input file:
```
! RIJCOSX wB97M-V def2-TZVPD def2/J DEFGRID3
* xyz 1 1
H -0.6328 1.6356 0.4706
H -2.3153 1.2985 0.4604
H 3.1689 -1.1351 -1.2119
H -1.5730 1.9219 -0.9630
H -0.7831 -0.6676 1.4490
H 2.3439 0.6758 0.7505
H -0.1060 0.0102 -0.4875
C -1.4624 1.2701 -0.1448
N 2.0885 0.0633 0.0160
H -1.7396 -0.4753 -1.3666
C -1.4644 -0.9286 0.5905
N -1.1327 -0.1638 -0.5350
H -1.1017 -1.9618 0.2529
H -2.5229 -0.9437 0.9090
C 3.1642 -0.4750 -0.2890
H 4.0683 -0.1247 0.0988
*
```

=====

Record 4
Below is C43H45GeN10ReSe as an isolated structure in a non-equilibrium geometry, with properties calculated with ωB97M-V/def2-TZVPD.

Output
M: 1039.68 g mol⁻¹
E_HOMO (spin up / spin down): -17.45 / -17.45 eV
E_tot: -184175.434 eV
F_max: 1.91 eV Å⁻¹
E_LUMO (spin up / spin down): -13.93 / -13.93 eV
ΔE to the lowest compared entry with this formula, charge and spin: 12.8 kcal per mole
Kohn-Sham gap (spin up / spin down): 3.5 / 3.5 eV

ORCA input file:
```
! RIJCOSX wB97M-V def2-TZVPD def2/J DEFGRID3
* xyz 4 1
C -2.5483 -0.6729 0.4913
C -1.9689 3.6313 -3.6001
H 3.9913 -2.8754 -3.8164
C -2.0834 -3.6463 -3.0070
C 4.0284 -1.0211 -4.9297
H -4.0901 2.5278 2.1838
N 0.4033 0.0641 3.1674
C 3.3765 0.1958 -5.2084
H -1.6002 0.0754 3.6952
C -1.7284 2.2695 -3.4395
C -2.1514 -1.1991 -4.3453
H 1.6598 -2.4724 0.9355
H 1.0536 4.8568 -2.6434
N -1.3390 -1.3386 1.0291
H 1.8539 3.4114 0.8114
C 4.0459 0.0032 2.8747
H -3.4056 1.2415 0.4458
H -0.0186 -5.4442 1.8281
C 0.9733 0.1466 5.8861
C -0.2937 4.8054 1.5292
C -1.8198 4.9536 1.5810
C -2.9998 -2.2319 -4.7286
C -1.2482 -2.6123 -2.6007
H -4.0506 -4.2922 -0.1413
C -3.6747 -3.3327 0.1984
H -0.5594 -2.7702 -1.7701
H -1.1636 0.1627 6.1389
C 3.4801 -1.9403 -4.0137
C -1.2842 -1.3837 -3.2685
Se 5.6335 0.2345 6.4293
H 0.2644 -5.1026 0.1181
C 1.0748 2.7066 1.1054
C -1.3282 2.7152 1.2901
H -3.5795 -4.2727 -4.4121
H -2.5194 1.5637 -3.6656
C -0.9700 4.5577 -3.3137
C 1.6134 -0.4187 -3.6710
H 6.0360 -0.0363 2.0552
N 5.6873 0.1560 4.6634
H -2.0377 -4.6154 -2.5185
C 2.6990 -0.0412 2.5752
H 5.2231 -0.2842 -0.3116
H -2.5015 -0.6408 -0.5996
H 1.6322 -3.6917 2.1965
H -2.3868 -5.3662 1.5398
H 0.1687 5.3810 0.7298
H 1.5139 2.4442 -2.3759
C 2.1676 0.4858 -4.6085
H 1.0129 1.9912 0.2153
C 4.5294 -0.2130 0.5183
Ge -0.0543 -0.0104 -2.7898
H -4.2240 4.2552 1.9392
H 3.8140 0.8913 -5.9138
H -3.6832 -2.0869 -5.5557
H -2.0457 -5.5238 -0.1799
C -0.3336 0.1390 5.4419
C 4.4389 0.1083 4.2786
N -0.1988 -3.4046 1.2956
H -3.8398 -2.6244 -0.6069
C 1.0591 -2.8783 1.7531
C 0.2539 -0.1126 -0.8237
H -2.1629 5.4256 2.4964
H 2.7884 -0.3945 -0.7338
H 0.9072 -2.1359 2.5396
C -1.8276 -4.9417 0.7081
C 2.2724 -1.6580 -3.4131
H 1.2145 0.1750 6.9458
H -2.9312 3.9678 -3.9676
N 3.8683 0.1983 6.5415
C -2.9546 -3.4553 -4.0717
H -2.2153 5.5140 0.7368
C 3.4395 0.1326 5.3096
H 1.8222 -2.3928 -2.7466
Re 0.2053 0.0664 0.9313
N -0.1572 3.3597 1.2704
N 2.2599 -0.1903 1.2736
H -3.4374 -1.2048 0.7901
H -4.1856 3.2050 0.5316
C -3.7884 3.3462 1.5361
C 4.9753 -0.0777 1.8207
N -2.2366 -3.5272 0.4945
C -0.5875 0.0985 4.0749
C 1.6922 0.0509 3.6122
N -1.3816 1.3674 1.0849
H -4.2430 -3.0580 1.0871
C -2.6882 0.6988 1.0580
H -3.0777 0.6364 2.0745
H -1.1515 5.6130 -3.4759
C -0.3398 -4.8386 0.9862
H 1.4296 2.2436 2.0301
C 2.0221 0.1065 4.9503
C -1.2777 -2.7026 0.9294
C 0.5241 2.7719 -2.6938
H -2.1618 -0.2698 -4.9053
H 0.1810 5.0739 2.4713
H 1.6534 1.4074 -4.8570
C 0.2732 4.1307 -2.8498
H 4.9402 -1.2690 -5.4540
C -0.4752 1.8318 -2.9970
C 3.1747 -0.2686 0.2720
N -2.3200 3.5457 1.5268
*
```

=====

Record 5
Below is C38H44F5N10OSTm as an isolated structure in a non-equilibrium geometry, with properties calculated with ωB97M-V/def2-TZVPD.

Output
M: 952.83 g mol⁻¹
E_HOMO (spin up / spin down): -6.58 / -6.57 eV
E_tot: -111022.863 eV
F_max: 1.59 eV Å⁻¹
E_LUMO (spin up / spin down): -0.30 / -0.30 eV
Kohn-Sham gap (spin up / spin down): 6.3 / 6.3 eV

ORCA input file:
```
! RIJCOSX wB97M-V def2-TZVPD def2/J DEFGRID3
* xyz 0 3
H 4.0131 2.7390 -3.9966
H 0.2963 4.5545 2.8305
C 2.6756 -1.2591 4.7269
H -2.2833 4.0499 -3.9986
H 3.0038 0.6825 5.6084
C 5.4744 1.8989 -0.4679
C -1.7313 3.1188 -3.9998
H -0.4560 5.8426 0.8734
H -4.4788 1.5988 1.9398
F 4.0372 -3.6686 1.9961
C -2.4910 0.8119 2.0172
C -1.2585 -3.7017 -2.5661
H -3.2224 2.0226 -5.1168
H -1.4900 -1.7522 3.9925
H 2.5409 -1.7887 5.6537
C -1.6028 -0.1591 2.5452
H 0.2901 -0.8460 -3.3535
N -0.9379 -3.1300 1.3603
H -3.9246 -2.7848 -0.8677
C 0.1978 1.8036 -3.4034
C -0.2362 -0.2287 2.1447
O -0.5741 1.6688 -0.3888
H 1.3776 2.5679 1.4103
C -3.8165 0.8489 2.3544
C -3.2306 -2.5769 -1.6856
H -1.8256 -0.0415 -5.1542
C 6.2490 2.5312 -1.4330
H -1.2403 -4.9338 -0.4704
C -5.7163 -0.0791 3.5560
H -3.6736 -2.9956 -2.6024
N -1.9490 -3.2084 -1.3779
C -2.1196 -4.2907 -0.4105
H -2.0328 0.4574 -1.0047
H 7.2726 2.7990 -1.2098
C 2.3425 -2.1269 1.1958
H -0.9410 -2.9005 2.3511
C 3.0945 0.8994 -0.0754
H -2.7026 -0.7868 -2.8039
H -2.7213 -0.5255 0.0968
H 1.0927 -2.1603 -2.7068
H -2.4360 -4.6246 1.6815
C -4.3508 -0.0932 3.2483
H -0.3967 -4.2753 -2.2254
N 2.7246 -1.3519 2.3311
C 5.7314 2.8201 -2.6898
N 1.9830 0.7705 -0.8382
H -1.9081 5.2939 1.7056
F 0.8616 -3.1519 -0.6668
H 2.3331 -2.9909 3.5530
F 2.8968 -1.6023 -0.0109
H -2.0898 1.5404 1.3288
C 3.1058 0.7124 3.4807
C 2.9008 -3.5369 1.2505
N 3.2976 0.6650 1.1745
C 2.9387 0.1132 4.6961
H 1.6018 4.2086 0.7582
N 0.1861 -1.6933 -2.7764
C -2.2623 1.9920 -4.6268
C 2.2396 1.4192 -2.0292
H 3.3369 1.7628 3.4107
Tm 0.1952 -1.3032 -0.2438
N -6.8457 -0.0675 3.7820
H -1.9070 -4.3701 -3.1610
F 3.1986 -4.0223 0.0572
C -1.0290 4.9580 1.1562
N 1.4592 1.7769 -2.9671
S -0.0106 3.0309 -0.5160
H 6.3680 3.3000 -3.4212
C -1.4237 4.1611 -0.0709
H -0.2378 -3.0918 -4.3307
C 2.9868 0.0022 2.2622
C 3.6531 1.8663 -2.0696
C -1.4916 0.8490 -4.6324
C -0.1689 4.0250 1.9998
F 2.0271 -4.4045 1.8205
C 4.1793 1.5690 -0.8153
H -3.0035 -4.9061 -0.6391
C -3.4816 -1.0301 3.8281
H -1.6417 4.7765 -0.9380
H -3.8751 -1.7270 4.5536
C -2.1549 -1.0560 3.4936
C -3.1181 -1.0524 -1.8334
H 5.8740 1.6697 0.5086
H 0.3708 -0.7207 2.9070
C -0.4904 3.0443 -3.4186
N -0.3186 0.7355 -4.0250
H -2.2744 3.5160 0.1289
C -2.2061 -3.7712 1.0222
H -3.0079 -3.0343 1.1311
H -4.1319 -0.6261 -1.7822
C 0.8676 3.4572 1.0521
H -1.5535 -2.0088 -3.8875
N -2.2348 -0.5195 -0.8010
H -0.0229 3.9215 -3.0019
C 4.4197 2.5022 -3.0249
H -0.7860 3.2204 2.4034
H -0.1969 -3.8128 1.2018
C 2.5753 -1.9401 3.5487
C -0.7294 -2.5950 -3.4807
H 0.1751 0.7462 1.8852
*
```

=====

Record 6
Below is CuH12O6 as an isolated structure in a non-equilibrium geometry, with properties calculated with ωB97M-V/def2-TZVPD.

Output
M: 171.64 g mol⁻¹
E_HOMO: -9.80 eV
E_tot: -57098.684 eV
F_max: 16.94 eV Å⁻¹
E_LUMO: -3.81 eV
ΔE to the lowest compared entry with this formula, charge and spin: 357.0 kcal per mole
Kohn-Sham gap: 6.0 eV

ORCA input file:
```
! RIJCOSX wB97M-V def2-TZVPD def2/J DEFGRID3
* xyz 1 1
H -1.4748 -1.6026 0.4866
O 0.6446 0.8019 -1.4519
Cu 0.1715 0.0750 -0.0930
H 1.3192 -1.3233 0.9305
O -0.4839 -0.7275 -1.3129
H 0.3416 1.4488 -2.0890
H -1.8628 -0.2858 1.1248
H -0.6018 -0.3164 -2.1693
H 0.3072 2.2312 0.9080
H -0.3455 -0.3998 1.4465
O 1.6182 -0.7443 0.2294
H 0.1390 0.6887 2.3805
H -1.1044 -1.4563 -1.3090
O -1.1694 -0.7046 0.6148
H -0.8147 2.0875 -0.0983
H 2.3476 -1.2141 -0.1751
H 0.8752 0.0364 -1.9782
O -0.2748 1.5834 0.5105
O 0.3678 -0.1781 2.0450
*
```

=====

- Which of these has the lowest F_max?
  C22H16CuN4PS3Sb

=====

- Number 5 is which compound?
  C38H44F5N10OSTm

=====

- Among the records above, which one has the lowest M?
  C3H11N2